This record from the OMol25 dataset describes a 2-piece molecular cluster, C4H13N2O overall at a distorted geometry. The level of theory is ωB97M-V/def2-TZVPD.

Calculated values
- Total energy: -9379.2990 eV
- Energy above the lowest of the compared OMol25 structures with the same formula, charge and spin: 52.7 kcal per mole
- HOMO-LUMO gap: 8.37 eV
- Charge: +1

Each line ends with the Löwdin charge.
Element x y z (Å)
C1 0.14 0.21 0.90  -0.133
C2 1.09 0.69 -0.20  -0.139
C3 1.02 -0.05 -1.51  -0.457
C4 1.13 0.60 -2.68  0.061
N1 1.24 -1.44 -1.44  0.099
N2 -1.25 0.27 0.31  0.201
H1 0.17 0.85 1.77  0.131
H2 0.38 -0.82 1.13  0.123
H3 2.14 0.76 0.09  0.143
H4 0.78 1.71 -0.41  0.122
H5 1.68 0.11 -3.47  0.071
H6 0.69 1.58 -2.81  0.063
H7 1.23 -1.90 -2.34  0.104
H8 0.81 -1.91 -0.67  0.075
H9 -1.18 -0.19 -0.60  0.153
H10 -1.69 1.19 0.19  0.184
H11 -1.84 -0.24 0.97  0.140
H12 -1.50 -0.52 4.03  0.060
H13 -2.89 -0.75 3.33  0.050
O1 -2.15 -0.14 3.42  -0.051